44
Properties=species:S:1:pos:R:3:forces:R:3:lowdin_charge:R:1 method="wB97M-V/def2-TZVPD" gap_ev=10.311 total_charge=-1 homo_energy_ev=-7.67
Cl -0.1494 -0.8505 0.5496 0.161 0.265 -1.146 0.8661
O 0.8736 -1.3765 1.4446 -1.273 0.402 -0.513 -0.2998
O -1.0794 2.9345 2.3386 1.767 1.310 -0.675 -0.0303
O 0.5106 -0.1835 -0.6104 -1.804 -0.778 2.325 -0.3322
O 0.5336 1.1025 3.5346 0.956 0.834 3.724 -0.0038
O 4.2946 -1.5085 0.1956 1.249 -1.186 -0.307 -0.0511
O -0.9774 -1.9935 -0.0034 1.468 1.999 1.368 -0.3432
O -1.8744 0.1665 -2.7944 0.124 -0.384 0.648 -0.0515
O -1.0384 0.1245 1.2826 2.137 -1.977 -1.585 -0.3716
O 2.8246 0.7925 0.9876 1.980 -1.219 0.451 -0.0565
O 2.7756 0.3885 -2.0094 1.134 0.157 -2.609 -0.0554
O -2.8884 1.0015 3.0016 -1.543 1.682 1.728 -0.0300
O -3.4144 -0.9135 0.2386 -0.246 -0.838 0.446 -0.0764
O -2.0034 1.8855 -0.6174 -0.903 1.399 0.257 -0.0628
O 0.5176 -1.5925 -3.1034 -0.841 -0.347 -1.054 -0.0716
O 0.8966 2.7805 0.4716 2.112 0.430 -1.129 -0.0251
O -1.9454 -3.4965 -2.3174 0.271 -0.832 -0.897 -0.0361
O 1.7916 -2.8255 -0.9124 1.565 -0.475 -1.020 -0.0478
H 0.1106 1.6725 2.9516 -0.936 1.142 -1.848 -0.0622
H 2.7356 -2.6145 -0.7374 -0.539 -0.125 -0.404 0.0468
H 2.1946 0.1985 -2.7754 0.355 -0.002 0.932 0.0383
H -1.4934 1.2735 -0.0994 0.334 -0.420 0.217 -0.0469
H -3.6494 1.3185 2.4946 0.441 -0.603 -0.204 0.0682
H 0.7376 0.2815 3.1826 0.408 -2.092 -1.529 -0.0292
H 4.9936 -1.4755 0.8666 -0.678 0.119 -0.215 0.0488
H -0.9744 -0.2015 -2.6684 -0.269 -0.114 -0.199 0.0245
H -2.2954 0.5365 2.4506 0.664 -1.207 -1.379 -0.0336
H 0.0746 2.7215 0.9076 -1.895 -0.342 0.987 -0.0345
H -1.4394 3.7935 2.1586 -0.245 0.572 -0.133 0.0691
H 3.6006 -0.9025 0.4186 -0.659 1.012 0.519 -0.0236
H 1.1366 3.7095 0.5476 0.087 -0.123 -0.056 0.0617
H 3.7146 1.1865 1.0286 -0.764 -0.024 -0.117 0.0728
H -1.7814 2.4155 2.6656 -1.865 -1.489 0.880 -0.0143
H -2.0844 1.5205 -1.4964 0.257 -0.557 -0.408 -0.0144
H -2.4834 -1.2245 0.2346 -1.037 0.187 -0.213 -0.0319
H -1.8354 0.6805 -3.5884 0.162 0.299 -0.748 0.0373
H -1.3864 -3.0865 -1.6744 0.792 0.428 0.748 -0.0231
H 2.2106 1.4835 0.8066 -1.122 1.339 -0.279 -0.0209
H 1.3966 -2.5535 -0.1084 -0.680 0.141 1.399 -0.0395
H -3.4474 -0.1325 -0.3004 0.232 0.592 -0.405 0.0005
H 0.7916 -1.8305 -2.2194 0.729 -0.151 0.828 -0.0298
H 2.2466 0.3635 -1.2454 -1.200 -0.092 1.467 -0.0619
H 0.0736 -2.4115 -3.4004 0.154 0.664 0.025 0.0545
H -2.7934 -3.1595 -2.0774 -1.040 0.405 0.122 0.0220


7
Properties=species:S:1:pos:R:3:forces:R:3:lowdin_charge:R:1 method="wB97M-V/def2-TZVPD" smiles="O=[SiH2].O=NCl" gap_ev=9.619 homo_energy_ev=-10.22
Cl 0.0296 1.7306 3.9405 -0.637 1.031 -0.010 0.4783
Si -0.1890 -0.2564 0.4560 0.077 -2.419 -2.129 0.6133
O -0.4779 -0.4516 1.8959 -0.648 -0.307 2.050 -0.4798
O 1.9803 0.3519 3.2079 -1.033 0.141 1.022 -0.0711
N 1.1754 0.3758 4.0514 1.735 -1.002 -0.827 -0.3978
H -0.2904 -1.4410 -0.5483 -0.043 1.080 0.644 -0.0535
H 0.3981 0.8897 -0.0837 0.549 1.476 -0.750 -0.0894